Formula: C17H27N2SW
Source: the OMol25 dataset
Level of theory: ωB97M-V with the def2-TZVPD basis set

CARTESIAN COORDINATES (ANGSTROEM)
W 0.33 -0.65 -0.16
S -1.53 0.19 1.27
N -3.21 2.23 1.57
N -1.43 2.72 0.16
C -1.08 -1.63 -1.75
C 2.79 -3.08 -1.18
C 0.38 0.15 -2.16
C -3.43 3.56 2.15
C -0.91 0.67 -1.82
C 1.05 1.14 1.92
C -2.06 1.86 0.96
C 1.61 -2.88 -0.21
C 2.35 -0.05 0.40
C 2.14 -3.20 1.20
C 1.67 -0.12 1.68
C 0.49 -3.91 -0.51
C -1.79 -0.41 -1.58
C 1.27 1.98 0.79
C 0.26 -1.29 -2.14
C 1.96 1.21 -0.20
C -2.11 3.81 -0.57
H 0.62 1.43 2.86
H 1.00 -1.98 -2.47
H -1.50 -2.64 -1.70
H -1.76 4.77 -0.17
H -0.40 -3.66 0.09
H 1.11 3.05 0.76
H 3.13 -0.73 0.05
H -3.18 3.71 -0.47
H -0.51 2.44 -0.17
H -1.18 1.69 -1.96
H 1.34 -3.13 1.95
H 0.26 -3.95 -1.60
H -4.48 3.84 2.04
H 2.37 1.60 -1.13
H -2.82 4.32 1.64
H 1.25 0.68 -2.50
H -2.85 -0.37 -1.36
H 0.88 -4.92 -0.20
H -1.82 3.75 -1.63
H -3.69 1.49 2.09
H 3.26 -4.08 -0.92
H 1.82 -0.94 2.40
H -3.19 3.59 3.22
H 2.99 -2.55 1.47
H 2.51 -4.27 1.18
H 2.51 -3.11 -2.26
H 3.56 -2.31 -1.03

Values from the calculation:
Total charge: +1
⟨S²⟩: 2.02
E_tot (hartree): -1238.36898
Spin multiplicity: 3
LUMO energy (alpha / beta) (Ha): -0.11206 / -0.14352
HOMO (alpha / beta) (eV): -9.71 / -10.86